Entry from the OMol25 dataset: a 3-piece molecular cluster, C10H14F2O7 overall in a non-equilibrium geometry (ωB97M-V with the def2-TZVPD basis set).

```
33
Properties=species:S:1:pos:R:3:mulliken_charge:R:1
C -0.12 3.04 4.54 -0.385
C -0.22 1.79 3.78 0.249
O 1.09 1.39 3.41 -0.244
C 1.77 2.49 3.37 0.693
O 2.93 2.56 2.85 -0.590
O 1.13 3.42 4.03 -0.329
F -0.90 1.98 2.62 -0.300
H -0.27 2.87 5.61 0.301
H -0.88 3.78 4.27 0.291
H -0.74 1.09 4.43 0.321
C -2.72 -0.42 -4.33 -0.408
C -1.68 -0.83 -3.37 0.365
O -0.86 -1.74 -4.00 -0.290
C -1.45 -2.01 -5.22 0.555
O -0.90 -2.68 -6.08 -0.523
O -2.62 -1.47 -5.30 -0.287
F -2.06 -1.37 -2.30 -0.319
H -2.57 0.59 -4.72 0.270
H -3.74 -0.36 -3.95 0.299
H -0.98 -0.03 -3.10 0.321
C 2.04 -0.65 0.82 -0.377
C 0.91 -0.06 -0.04 -0.297
C 0.42 -1.34 -0.77 -0.192
O 1.08 -2.38 -0.21 -0.100
C 1.60 -2.07 1.09 -0.353
H 2.17 -0.12 1.76 0.210
H 3.02 -0.64 0.33 0.287
H 1.27 0.60 -0.82 0.382
H 0.19 0.44 0.61 0.167
H 0.45 -1.36 -1.86 0.321
H -0.59 -1.65 -0.54 0.339
H 2.44 -2.72 1.30 0.337
H 0.78 -2.15 1.80 0.285
```

Output
* spin multiplicity: 2
* charge: +1
* <S²>: 0.75
* HOMO-LUMO gap (spin up / spin down): 10.8 / 5.0 eV
* HOMO level (spin up / spin down): -13.7 / -13.7 eV